[1]
CH3O3S2 | ωB97M-V/def2-TZVPD

XYZ file:
```
9
Properties=species:S:1:pos:R:3:forces:R:3:lowdin_spin:R:1
C 0.085 0.082 0.011 -1.354 0.221 -0.454 0.086
O -0.407 1.253 -2.318 0.006 -0.025 -0.789 0.034
O -1.125 2.428 -0.286 -0.301 0.658 0.361 0.040
O -4.356 -0.371 -0.886 0.283 0.273 -0.147 0.605
S -3.690 0.720 -1.696 -1.032 -0.289 -0.168 1.062
S -1.126 1.171 -1.040 1.960 -1.034 1.264 0.161
H 1.068 0.521 0.020 0.306 0.318 -0.156 0.008
H 0.080 -0.907 -0.435 0.129 -0.140 -0.103 0.002
H -0.341 0.036 1.008 0.004 0.019 0.194 0.002
```
Positions in Å, forces in eV/Å.

Output
Energy relative to the best compared isomer or geometry (same formula, charge and spin) = 0.1204 eV
Molar mass = 127.2 g mol⁻¹
LUMO (spin up / spin down) = 3.7 / 3.2 eV
Orbital gap (spin up / spin down) = 6.559 / 6.875 eV
Spin multiplicity = 3
Total charge = -1


[2]
C3H4CsO4 | ωB97M-V/def2-TZVPD

XYZ file:
```
12
Properties=species:S:1:pos:R:3:forces:R:3:lowdin_spin:R:1
O -0.738 0.111 2.424 -0.015 -0.091 -0.338 0.301
C -1.436 -0.255 1.379 0.632 0.263 0.992 0.416
C -1.070 0.192 0.036 -1.486 -1.573 0.026 0.130
O 0.361 -0.296 -0.255 0.386 -0.219 0.326 0.059
C 0.888 -0.041 -1.432 -1.933 0.502 -0.335 0.011
O 0.283 0.183 -2.455 0.479 0.071 0.315 0.000
O 2.218 -0.018 -1.314 1.520 0.215 0.334 0.006
H -1.784 -0.399 -0.605 0.927 1.212 -0.133 0.008
H -1.001 1.279 -0.112 -0.084 -0.341 -0.191 0.019
H 2.572 0.701 -1.854 -0.115 -0.389 -0.402 0.002
Cs 1.941 -0.453 2.674 -0.564 0.093 -0.325 0.017
H -2.235 -1.004 1.514 0.252 0.258 -0.269 0.031
```
Positions in Å, forces in eV/Å.

Output
Energy relative to the best compared isomer or geometry (same formula, charge and spin) = 0.1913 eV
Molar mass = 237.0 g mol⁻¹
LUMO (spin up / spin down) = -0.6 / -0.6 eV
Orbital gap (spin up / spin down) = 4.290 / 7.344 eV
Spin multiplicity = 2
Total charge = 0


[3]
C31H50N9O4Re | ωB97M-V/def2-TZVPD

XYZ file:
```
95
Properties=species:S:1:pos:R:3:forces:R:3:lowdin_spin:R:1
Re -0.317 -0.278 1.259 -0.156 -0.010 -0.655 2.467
C 0.090 1.284 -2.703 -0.185 0.048 0.151 0.000
C -1.122 0.558 -2.125 0.116 0.154 -0.319 0.001
C -0.935 -0.965 -2.456 -0.284 0.081 0.225 0.000
C -1.738 -2.194 -1.929 -0.070 -0.076 -0.354 0.004
C -1.307 -3.430 -2.707 0.106 -0.055 0.128 0.001
C -3.257 -2.058 -1.982 0.004 -0.042 0.157 0.001
N -1.301 -2.322 -0.444 -0.323 -0.333 -0.077 0.036
C -1.438 -3.460 0.535 0.111 0.109 0.116 0.002
C -1.570 -2.952 2.005 -0.165 -0.175 -0.002 0.003
N -0.560 -1.971 2.584 0.228 0.150 -0.752 0.012
C 0.791 -2.589 2.690 0.031 0.016 0.028 0.012
C 1.846 -1.498 2.732 -0.062 -0.284 -0.042 0.013
O 2.945 -1.675 3.128 0.182 0.248 -0.073 0.013
O 1.382 -0.322 2.233 -0.602 0.371 0.577 0.140
C -1.064 -1.444 3.965 -0.069 0.197 0.398 0.015
C 0.047 -1.224 4.992 0.098 -0.174 -0.070 0.001
C -2.050 -0.256 3.877 0.149 -0.009 -0.288 0.004
C -1.638 1.232 3.668 -0.218 -0.089 0.461 0.016
C -0.756 1.807 4.781 0.161 0.086 -0.213 0.002
C -2.947 2.022 3.669 0.035 0.135 -0.246 0.003
N -0.830 1.441 2.337 0.112 -0.253 -0.058 0.036
C -1.277 2.467 1.329 -0.014 0.139 -0.099 0.012
C -0.789 2.194 -0.106 -0.145 0.191 -0.180 0.020
N -1.437 0.978 -0.692 0.984 -0.377 0.453 0.012
C -2.894 1.098 -0.544 -0.054 -0.237 0.219 0.001
C -3.351 0.295 0.645 0.054 0.199 -0.143 0.008
O -4.435 0.335 1.126 -0.061 -0.118 0.112 0.011
O -2.378 -0.543 1.067 0.479 -0.038 0.482 0.059
H 0.182 1.026 -3.757 0.078 0.002 -0.004 0.000
H 1.016 1.002 -2.206 0.065 -0.030 -0.018 0.000
H -0.026 2.368 -2.653 0.032 -0.032 -0.039 0.000
H -1.977 0.882 -2.719 -0.070 0.157 0.130 0.000
H 0.115 -1.187 -2.312 0.192 -0.102 -0.049 0.000
H -1.080 -1.000 -3.538 -0.008 0.011 -0.010 0.000
H -1.712 -3.379 -3.717 0.008 0.016 0.019 0.000
H -1.705 -4.336 -2.246 -0.002 0.026 -0.037 0.000
H -0.222 -3.523 -2.788 -0.006 0.028 0.007 0.000
H -3.546 -1.612 -2.934 0.011 -0.050 -0.011 0.000
H -3.671 -1.439 -1.183 0.014 -0.029 -0.061 0.000
H -3.740 -3.034 -1.919 0.004 0.038 0.000 0.000
H -0.317 -2.054 -0.456 -0.022 0.063 -0.082 0.010
H -1.894 -1.582 -0.023 0.221 0.140 0.081 0.007
H -0.606 -4.148 0.397 0.025 -0.003 -0.035 0.000
H -2.359 -4.006 0.333 -0.018 0.001 -0.055 0.000
H -1.563 -3.848 2.629 0.128 0.029 0.067 -0.001
H -2.543 -2.486 2.117 -0.019 -0.012 0.068 0.000
H 0.996 -3.207 1.813 -0.097 0.016 -0.034 0.001
H 0.900 -3.217 3.571 -0.140 -0.093 -0.025 0.000
H -1.673 -2.262 4.360 -0.004 -0.125 -0.209 0.002
H 0.842 -0.562 4.663 -0.059 0.061 0.059 0.000
H 0.497 -2.156 5.329 -0.021 0.010 -0.018 0.000
H -0.411 -0.774 5.872 -0.017 -0.016 -0.006 0.000
H -2.566 -0.266 4.838 0.080 0.040 0.051 0.000
H -2.819 -0.487 3.147 -0.109 -0.040 0.126 0.000
H -1.163 1.556 5.758 -0.014 -0.017 -0.014 0.000
H -0.743 2.897 4.710 0.021 -0.025 0.007 0.000
H 0.276 1.454 4.739 -0.041 -0.015 0.047 0.000
H -3.386 1.943 4.663 0.035 -0.020 0.004 0.001
H -3.686 1.643 2.964 0.022 0.015 0.014 0.000
H -2.775 3.084 3.488 -0.020 -0.021 0.045 0.000
H 0.091 1.741 2.666 -0.012 0.028 0.041 0.007
H -0.893 3.446 1.615 -0.001 0.000 0.115 0.000
H -2.358 2.525 1.364 -0.023 0.050 0.063 0.000
H 0.297 2.065 -0.133 -0.043 0.099 -0.066 0.007
H -1.030 3.096 -0.677 0.037 0.001 -0.064 0.004
H -3.418 0.696 -1.408 0.064 -0.007 -0.043 0.000
H -3.221 2.134 -0.445 0.005 0.026 -0.081 0.001
C 2.756 1.296 0.219 -0.238 -0.005 -0.065 0.003
C 2.516 -0.010 -0.459 0.160 -0.024 -0.073 0.006
N 1.551 -0.916 -0.223 -0.908 0.040 -0.012 0.030
C 1.830 -2.004 -1.045 -0.012 -0.116 0.257 0.005
C 2.932 -1.742 -1.777 0.086 0.047 -0.138 0.003
N 3.341 -0.482 -1.418 -0.012 -0.122 0.157 0.001
C 4.538 0.200 -1.973 0.043 0.292 -0.041 0.000
N 4.236 1.504 -2.444 0.193 -0.082 0.080 0.000
N 4.643 2.601 -1.720 -0.104 0.109 -0.299 0.000
N 4.280 3.654 -2.327 -0.218 -0.236 0.068 0.000
C 3.601 3.295 -3.487 -0.021 -0.080 0.171 0.000
C 2.977 4.083 -4.457 -0.042 0.135 0.008 0.000
C 2.401 3.430 -5.523 -0.090 0.042 0.056 0.000
C 2.447 2.026 -5.637 0.079 0.018 -0.053 0.000
C 3.050 1.237 -4.681 0.025 -0.178 0.014 0.000
C 3.593 1.905 -3.582 0.066 0.213 -0.121 0.000
H 2.257 1.319 1.181 0.058 0.029 -0.012 0.002
H 2.430 2.143 -0.390 0.115 -0.034 -0.073 0.000
H 3.822 1.432 0.398 0.008 0.048 -0.006 0.000
H 1.276 -2.929 -1.019 0.031 0.009 -0.022 0.000
H 3.457 -2.340 -2.505 0.007 0.040 0.065 0.000
H 4.915 -0.417 -2.785 -0.033 -0.158 0.051 0.000
H 5.302 0.297 -1.205 0.020 -0.062 0.079 0.000
H 2.941 5.159 -4.357 0.115 -0.012 -0.067 0.000
H 1.915 4.005 -6.300 0.016 -0.021 -0.001 0.000
H 2.019 1.560 -6.516 0.045 0.010 -0.001 0.000
H 3.156 0.167 -4.821 -0.130 0.026 0.058 0.000
```
Positions in Å, forces in eV/Å.

Output
Energy relative to the best compared isomer or geometry (same formula, charge and spin) = 0.8108 eV
Molar mass = 799.0 g mol⁻¹
LUMO (spin up / spin down) = -10.3 / -10.8 eV
Orbital gap (spin up / spin down) = 5.282 / 4.837 eV
Spin multiplicity = 4
Total charge = +3